Molecular formula: C5H11FN3O
Method: DFT, ωB97M-V/def2-TZVPD

The geometry in XYZ format:
```
21
Properties=species:S:1:pos:R:3:forces:R:3
C -0.644 -0.201 -2.101 -2.6691 -0.5675 -2.1885
C -0.297 -0.894 -0.859 1.0045 -1.1966 1.9597
C -1.525 -1.327 -0.059 1.4305 -2.5608 -0.2582
N 0.501 0.029 -0.008 0.5898 0.8700 0.3512
N 1.822 -0.194 0.322 -1.0501 1.5121 0.5313
C 2.253 0.801 1.071 1.3991 -0.1308 -1.0016
N 1.349 1.748 1.155 -2.0228 -3.8051 -3.3249
C 0.106 1.151 0.711 -1.6846 -1.1631 2.5587
O -0.655 0.661 2.204 4.8571 2.3714 -2.4674
F -0.721 1.977 0.074 0.1746 -0.4035 0.5191
H 0.057 0.570 -2.315 0.0992 0.9490 -0.2015
H -0.649 -0.848 -3.020 0.0078 0.2691 1.0153
H -1.743 0.107 -1.961 1.8248 0.3682 -0.7022
H 0.367 -1.790 -1.013 -0.4329 0.8812 0.1518
H -1.773 -2.335 -0.495 -0.6130 1.2241 0.3608
H -2.276 -0.589 -0.113 -1.1615 0.5131 -0.2103
H -1.279 -1.529 0.985 0.0713 0.0155 -0.0910
H 2.081 -1.140 0.366 1.1005 -1.3018 -0.1040
H 3.293 0.991 1.286 0.0902 -0.5330 0.5813
H 1.231 2.384 1.826 0.1726 3.4294 3.3407
H -1.497 0.427 1.945 -3.1882 -0.7409 -0.8203
```
Forces are in eV/Å.

Calculated values
- LUMO level (eV) = -4.3
- net charge = +1
- SMILES string = CC(C)N1NC=[NH+][C@@]1(O)F
- HOMO energy (eV) = -13.82
- energy above the lowest of the compared OMol25 structures with the same formula, charge and spin (kcal/mol) = 56.2

Molecular formula: C42H52BFIrN3O2P2S
Method: DFT, ωB97M-V/def2-TZVPD

The geometry in XYZ format:
```
105
Properties=species:S:1:pos:R:3:forces:R:3
Ir 0.868 -1.362 -0.021 -0.2215 -0.3661 -0.1925
C -6.347 -0.649 4.765 -0.0452 0.0395 0.0655
S -5.512 -2.107 4.120 0.0069 -0.0233 -0.0709
C -3.849 -1.427 3.960 0.0380 -0.0226 -0.0316
C -2.895 -2.473 3.391 -0.0455 0.0862 0.1548
C -1.565 -1.838 3.024 -0.1377 0.1423 0.0162
N -1.544 -0.991 1.798 -0.2818 -0.1524 0.1669
P -0.363 0.269 1.766 0.2952 0.0404 -0.0771
C -1.115 1.587 2.748 -0.1046 -0.0320 0.1358
C -2.089 2.395 2.161 0.0534 0.0397 -0.0485
C -2.776 3.320 2.927 -0.0140 0.0330 -0.0093
C -2.494 3.450 4.280 -0.0087 0.0234 0.0205
C -1.505 2.673 4.862 0.0270 -0.0042 -0.0057
C -0.808 1.748 4.099 0.0151 0.0161 0.0081
C 1.171 -0.114 2.688 0.0294 0.0310 -0.0716
C 1.419 -0.958 3.775 -0.0639 -0.0838 -0.0552
C 2.666 -0.976 4.375 -0.0111 -0.0232 0.0152
C 3.685 -0.153 3.917 0.0511 0.0193 0.0125
C 3.459 0.692 2.844 -0.0606 -0.0123 -0.0442
C 2.216 0.703 2.230 0.0296 0.0403 0.0597
P -1.599 -1.614 0.205 0.7433 0.5939 -0.1620
C -2.964 -2.750 -0.034 0.0272 -0.2373 0.2313
C -2.767 -3.868 -0.837 -0.0729 -0.0257 0.0353
C -3.835 -4.704 -1.132 0.0106 0.0264 -0.0016
C -5.092 -4.418 -0.622 0.0046 -0.0717 -0.0335
C -5.292 -3.299 0.177 -0.0022 0.0432 0.0419
C -4.234 -2.460 0.473 0.0374 -0.0505 -0.1684
C -2.046 -0.234 -0.877 -0.4261 -0.0653 -0.0372
C -3.126 0.604 -0.603 0.0403 -0.0077 0.1219
C -3.487 1.590 -1.502 -0.0074 0.0179 -0.0360
C -2.794 1.731 -2.699 -0.0151 0.0176 -0.0086
C -1.754 0.870 -3.004 0.0088 -0.0250 0.0292
C -1.389 -0.115 -2.097 0.0142 -0.0175 -0.1221
H -7.378 -0.927 4.973 -0.0029 -0.0239 -0.0184
H -6.343 0.165 4.042 0.0208 0.0019 -0.0295
H -5.887 -0.318 5.695 0.0162 -0.0178 0.0074
H -3.489 -1.100 4.940 -0.0286 0.0236 -0.0104
H -3.872 -0.546 3.310 -0.0114 0.0120 -0.0299
H -3.352 -2.984 2.552 0.0520 -0.1085 -0.0654
H -2.694 -3.247 4.135 -0.0289 0.0592 0.0752
H -0.755 -2.572 2.979 -0.1215 -0.0732 -0.1171
H -1.330 -1.134 3.828 0.0898 -0.0959 0.0415
H -2.289 2.320 1.102 -0.0197 -0.0349 -0.0266
H -3.524 3.951 2.466 -0.0123 0.0088 -0.0050
H -3.034 4.172 4.876 -0.0102 0.0165 0.0131
H -1.267 2.789 5.910 -0.0017 0.0073 0.0193
H -0.019 1.167 4.558 -0.0087 -0.0393 0.0088
H 0.658 -1.614 4.162 0.0186 0.0369 0.0389
H 2.841 -1.632 5.218 -0.0093 -0.0140 -0.0040
H 4.652 -0.167 4.402 0.0109 -0.0083 0.0059
H 4.241 1.342 2.479 0.0267 0.0258 0.0048
H 2.044 1.379 1.400 -0.0188 0.0219 -0.0335
H -1.784 -4.085 -1.236 -0.0419 0.0199 0.0231
H -3.685 -5.576 -1.752 -0.0111 -0.0158 -0.0135
H -5.922 -5.075 -0.840 -0.0170 -0.0020 -0.0205
H -6.272 -3.086 0.581 -0.0087 0.0103 0.0245
H -4.388 -1.603 1.115 -0.0609 0.0409 -0.0095
H -3.681 0.488 0.320 0.0066 0.0353 0.0430
H -4.318 2.246 -1.279 -0.0222 0.0065 0.0094
H -3.085 2.501 -3.400 0.0044 0.0175 -0.0185
H -1.231 0.958 -3.947 0.0115 0.0078 -0.0143
H -0.602 -0.814 -2.367 0.0382 0.0239 0.0306
C 2.129 6.360 -2.891 -0.0085 0.0033 0.0067
C 3.201 5.508 -3.571 -0.0136 -0.0011 0.0555
C 3.013 5.612 -5.090 0.0010 -0.0029 -0.0327
C 4.579 6.063 -3.186 0.0174 0.0136 0.0004
C 3.118 4.041 -3.148 0.0096 0.0053 -0.0276
C 4.011 3.120 -3.718 -0.0245 -0.0106 0.0348
C 4.011 1.767 -3.402 -0.0458 0.1026 0.0369
C 3.071 1.363 -2.481 -0.0110 -0.1211 0.0282
O 2.824 0.085 -1.978 -0.0939 0.1764 -0.0446
B 1.767 0.254 -1.086 -0.0107 -0.1207 0.2599
O 1.365 1.576 -1.021 0.0979 -0.0845 -0.0372
C 2.189 2.251 -1.906 0.0170 0.0769 -0.0670
C 2.181 3.594 -2.215 0.0904 -0.0813 -0.0378
H 2.218 7.392 -3.229 0.0132 0.0157 -0.0109
H 2.237 6.363 -1.806 0.0126 -0.0095 0.0238
H 1.122 6.020 -3.139 -0.0226 -0.0134 -0.0195
H 2.983 6.660 -5.388 0.0211 0.0328 -0.0118
H 2.081 5.142 -5.407 -0.0345 0.0030 0.0168
H 3.831 5.139 -5.633 0.0096 -0.0233 -0.0063
H 4.655 7.112 -3.474 -0.0102 0.0244 -0.0185
H 5.384 5.524 -3.685 0.0149 -0.0120 -0.0064
H 4.744 5.996 -2.110 -0.0138 -0.0072 0.0213
H 4.737 3.475 -4.435 0.0127 0.0017 -0.0172
H 4.712 1.079 -3.851 0.0080 -0.0144 -0.0146
H 1.474 4.257 -1.741 -0.0328 0.0318 0.0090
N 3.394 -5.454 -2.031 0.0281 0.0102 0.0900
C 1.896 -5.604 -2.081 0.0858 -0.0696 -0.0428
C 1.280 -4.480 -1.264 -0.0723 -0.0350 0.0916
N 1.682 -3.152 -1.726 -0.1019 -0.0240 -0.0872
C 3.141 -3.024 -1.746 0.0713 0.0162 0.0475
C 3.816 -4.109 -2.568 -0.0049 -0.0809 -0.0452
H 3.855 -6.210 -2.540 -0.0356 0.0242 -0.0415
H 3.699 -5.530 -1.056 0.0215 -0.0226 -0.0291
H 1.647 -6.589 -1.690 -0.0408 0.0319 0.0242
H 1.622 -5.556 -3.135 -0.0353 -0.0165 0.0250
H 1.578 -4.561 -0.216 -0.0450 -0.0072 0.0035
H 0.194 -4.567 -1.288 0.0792 -0.0326 -0.0390
H 1.289 -2.964 -2.644 0.0388 0.1042 0.0109
H 3.483 -3.074 -0.708 0.0210 0.0211 -0.0014
H 3.420 -2.045 -2.129 -0.0127 0.0073 -0.0215
H 4.902 -4.056 -2.523 -0.0107 0.0472 0.0321
H 3.499 -4.089 -3.612 0.0447 0.0244 0.0090
F 1.488 -2.814 1.170 0.1913 0.0843 -0.0354
```
Forces are in eV/Å.

Calculated values
- LUMO level (spin up / spin down) (eV) = -4.9 / -6.9
- net charge = +2
- 2S+1 = 5
- HOMO energy (spin up / spin down) (eV) = -12.13 / -12.14
- energy above the lowest of the compared OMol25 structures with the same formula, charge and spin (kcal/mol) = 27.6